This record from the Open Molecules 2025 dataset describes a molecular structure, C48H34F15GeN5PtSSi2 at a distorted geometry. The level of theory is ωB97M-V/def2-TZVPD.

Positions of all 107 atoms, in Å:
Pt1 -0.848 -0.555 -1.139
C1 -6.268 3.472 -2.494
C2 -5.151 2.891 -1.641
C3 -5.412 2.197 -0.446
C4 -4.406 1.496 0.197
C5 -3.106 1.492 -0.272
N1 -2.171 0.608 0.216
C6 -1.822 0.688 1.514
C7 -1.836 1.916 2.201
C8 -1.402 1.988 3.484
C9 -0.929 0.875 4.171
C10 -0.403 0.986 5.580
C11 -0.953 -0.382 3.499
C12 -1.263 -0.427 2.181
N2 -1.366 -1.701 1.626
C13 -1.747 -2.781 2.311
C14 -1.538 -3.886 1.533
C15 -1.036 -3.384 0.330
N3 -0.921 -2.065 0.373
C16 -2.825 2.315 -1.369
C17 -3.841 3.032 -2.026
N4 -1.530 2.483 -1.844
C18 -0.659 3.457 -1.577
C19 0.373 3.312 -2.461
C20 0.007 2.181 -3.231
N5 -1.154 1.702 -2.863
H1 -6.983 4.054 -1.984
H2 -6.823 2.631 -2.927
H3 -5.789 4.040 -3.299
H4 -6.461 2.023 -0.147
H5 -4.700 0.933 1.092
H6 -2.122 2.878 1.807
H7 -1.378 2.929 4.005
H8 -0.143 -0.020 5.938
H9 -1.052 1.542 6.292
H10 0.553 1.507 5.561
H11 -0.613 -1.247 4.083
H12 -2.095 -2.740 3.312
H13 -1.811 -4.928 1.702
H14 -0.705 -3.879 -0.544
H15 -3.460 3.605 -2.899
H16 -0.798 4.237 -0.849
H17 1.264 3.901 -2.498
H18 0.549 1.614 -4.011
C21 2.329 -0.916 -2.786
Si1 0.551 -1.576 -2.908
C22 0.783 -3.413 -2.625
C23 -0.248 -1.361 -4.650
C24 0.361 -1.459 -5.905
C25 -0.388 -1.373 -7.040
C26 -1.785 -1.258 -6.986
C27 -2.434 -1.250 -5.781
C28 -1.680 -1.308 -4.593
Si2 -2.436 -1.309 -2.855
C29 -4.025 -0.248 -2.965
C30 -3.060 -3.075 -2.389
H19 2.948 -1.281 -3.619
H20 2.748 -1.233 -1.850
H21 2.426 0.152 -2.846
H22 1.494 -3.693 -3.375
H23 -0.115 -4.012 -2.775
H24 1.232 -3.669 -1.686
H25 1.421 -1.611 -5.971
H26 0.114 -1.446 -8.007
H27 -2.353 -1.284 -7.957
H28 -3.500 -1.152 -5.785
H29 -4.851 -0.815 -3.370
H30 -3.927 0.697 -3.563
H31 -4.329 0.019 -1.955
H32 -3.963 -3.397 -2.971
H33 -3.314 -3.149 -1.325
H34 -2.278 -3.798 -2.504
F1 4.208 -2.810 1.664
C31 4.595 -1.822 0.820
C32 4.096 -0.540 0.920
C33 4.653 0.385 0.077
F2 4.292 1.715 0.115
C34 5.632 0.088 -0.817
F3 6.143 1.010 -1.595
C35 6.111 -1.182 -0.942
F4 7.023 -1.438 -1.878
C36 5.532 -2.165 -0.137
F5 6.002 -3.430 -0.272
Ge1 2.583 0.188 2.005
S1 1.006 0.586 -0.144
C37 2.310 -1.110 3.511
C38 2.274 -0.811 4.844
F6 2.852 0.276 5.358
C39 1.644 -1.597 5.795
F7 1.448 -1.208 7.049
C40 1.114 -2.807 5.426
F8 0.519 -3.709 6.235
C41 1.261 -3.171 4.079
F9 0.782 -4.379 3.790
C42 1.776 -2.341 3.157
F10 1.778 -2.763 1.861
C43 3.383 1.819 2.889
C44 2.532 2.930 3.003
F11 1.231 2.863 2.649
C45 2.998 4.136 3.419
F12 2.149 5.145 3.623
C46 4.349 4.302 3.722
F13 4.784 5.493 4.124
C47 5.233 3.226 3.636
F14 6.501 3.389 4.054
C48 4.709 1.998 3.250
F15 5.552 0.960 3.267

Properties
HOMO (alpha / beta), eV: -6.19 / -8.06
E, eV: -184888.716
Molar mass, g/mol: 1321.732
2S+1: 5

Here are the Mulliken charges for atoms 1 to 99, given in e: number 1, Pt, carries 2.6214; number 2, C, carries -1.6681; number 3, C, carries 0.9206; number 4, C, carries -0.7203; number 5, C, carries -0.3165; number 6, C, carries -1.2726; number 7, N, carries 0.0264; number 8, C, carries 0.2837; number 9, C, carries 0.2777; number 10, C, carries -1.4245; number 11, C, carries 0.9367; number 12, C, carries -1.4884; number 13, C, carries -0.6973; number 14, C, carries -0.3591; number 15, N, carries 0.6082; number 16, C, carries -0.2852; number 17, C, carries -1.6841; number 18, C, carries -0.3878; number 19, N, carries 0.1889; number 20, C, carries -0.7732; number 21, C, carries 0.0802; number 22, N, carries 1.0348; number 23, C, carries -0.4198; number 24, C, carries -1.1504; number 25, C, carries -0.4970; number 26, N, carries -0.2857; number 27, H, carries 0.4549; number 28, H, carries 0.3037; number 29, H, carries 0.3719; number 30, H, carries 0.3462; number 31, H, carries 0.4392; number 32, H, carries 0.6071; number 33, H, carries 0.4512; number 34, H, carries 0.2799; number 35, H, carries 0.4872; number 36, H, carries 0.1832; number 37, H, carries 0.4328; number 38, H, carries 0.6600; number 39, H, carries 0.5010; number 40, H, carries 0.5693; number 41, H, carries 0.2712; number 42, H, carries 0.5230; number 43, H, carries 0.4876; number 44, H, carries 0.5614; number 45, C, carries -1.0614; number 46, Si, carries 0.6589; number 47, C, carries -1.7834; number 48, C, carries 0.7275; number 49, C, carries -0.8139; number 50, C, carries -0.5622; number 51, C, carries -0.4766; number 52, C, carries -0.7866; number 53, C, carries 0.3092; number 54, Si, carries -0.2854; number 55, C, carries -1.1803; number 56, C, carries -1.2864; number 57, H, carries 0.5626; number 58, H, carries -0.0255; number 59, H, carries 0.3560; number 60, H, carries 0.5276; number 61, H, carries 0.4327; number 62, H, carries 0.3521; number 63, H, carries 0.4555; number 64, H, carries 0.3758; number 65, H, carries 0.2954; number 66, H, carries 0.4530; number 67, H, carries 0.7064; number 68, H, carries 0.2386; number 69, H, carries 0.1406; number 70, H, carries 0.3820; number 71, H, carries 0.2972; number 72, H, carries 0.3358; number 73, F, carries -0.3461; number 74, C, carries 0.5085; number 75, C, carries -1.0100; number 76, C, carries -0.1459; number 77, F, carries -0.4517; number 78, C, carries 0.4323; number 79, F, carries -0.3443; number 80, C, carries 0.6611; number 81, F, carries -0.3107; number 82, C, carries 0.2676; number 83, F, carries -0.3472; number 84, Ge, carries 2.5604; number 85, S, carries -0.6014; number 86, C, carries 0.0043; number 87, C, carries 0.4314; number 88, F, carries -0.4434; number 89, C, carries -0.1181; number 90, F, carries -0.3952; number 91, C, carries 0.9267; number 92, F, carries -0.3374; number 93, C, carries 0.1931; number 94, F, carries -0.4190; number 95, C, carries -0.1827; number 96, F, carries -0.5202; number 97, C, carries -0.5524; number 98, C, carries -0.7289; number 99, F, carries -0.0182

---

This record from the Open Molecules 2025 dataset describes a single C3H5NS4 molecule at a distorted geometry. The level of theory is ωB97M-V/def2-TZVPD.

Positions of all 13 atoms, in Å:
C1 1.883 -0.043 -0.281
C2 -1.628 0.960 -0.159
C3 -0.415 -1.606 0.140
H1 1.557 1.642 0.697
H2 -1.658 1.214 0.968
H3 -2.585 1.411 -0.553
H4 -0.606 -2.678 0.188
H5 -0.170 -1.311 1.211
N1 1.067 0.882 0.182
S1 3.511 0.038 -0.328
S2 -0.177 1.816 -0.761
S3 -1.854 -0.877 -0.464
S4 1.076 -1.449 -0.839

Properties
HOMO, eV: -8.50
E, eV: -48021.846
SMILES: S=C1NSCSCS1
Molar mass, g/mol: 183.348

natural (NBO) atomic charges, in units of e: number 1, C, carries -0.1441; number 2, C, carries -0.7374; number 3, C, carries -0.7766; number 4, H, carries 0.4117; number 5, H, carries 0.2327; number 6, H, carries 0.2676; number 7, H, carries 0.2686; number 8, H, carries 0.2498; number 9, N, carries -0.7661; number 10, S, carries -0.0525; number 11, S, carries 0.4270; number 12, S, carries 0.2733; number 13, S, carries 0.3460

---

This record from the Open Molecules 2025 dataset describes a gas-phase ion, C8H14NS (charge +1) at a distorted geometry. The level of theory is ωB97M-V/def2-TZVPD.

Positions of all 24 atoms, in Å:
C1 0.211 -2.002 -1.702
C2 -0.681 -1.095 -2.070
C3 0.743 -2.198 -0.311
C4 -1.247 -0.058 -1.274
C5 0.244 -1.724 0.810
C6 -0.602 0.829 -0.483
C7 0.871 1.150 -0.586
C8 -0.995 3.398 0.892
N1 0.713 -2.031 2.166
S1 -1.745 1.909 0.323
H1 0.700 -2.732 -2.357
H2 -1.053 -1.107 -3.068
H3 1.760 -2.410 -0.300
H4 -2.258 0.051 -1.308
H5 -0.514 -0.939 0.980
H6 1.178 0.730 -1.610
H7 1.628 0.872 0.205
H8 0.893 2.313 -0.677
H9 -0.234 3.245 1.747
H10 -1.747 4.111 1.238
H11 -0.450 3.902 0.103
H12 1.142 -1.154 2.320
H13 1.441 -2.728 2.079
H14 0.001 -2.330 2.884

Properties
HOMO, eV: -11.05
E, eV: -20838.305
SMILES: CS/C(C)=C/C=C\C=C\[NH3+]
Molar mass, g/mol: 156.274
Charge: +1

natural (NBO) atomic charges, in units of e: number 1, C, carries -0.2505; number 2, C, carries -0.1250; number 3, C, carries -0.1781; number 4, C, carries -0.3126; number 5, C, carries -0.0962; number 6, C, carries -0.1144; number 7, C, carries -0.6903; number 8, C, carries -0.7884; number 9, N, carries -0.6874; number 10, S, carries 0.3013; number 11, H, carries 0.2366; number 12, H, carries 0.2324; number 13, H, carries 0.2215; number 14, H, carries 0.2290; number 15, H, carries 0.2379; number 16, H, carries 0.2505; number 17, H, carries 0.2204; number 18, H, carries 0.2464; number 19, H, carries 0.2215; number 20, H, carries 0.2684; number 21, H, carries 0.2279; number 22, H, carries 0.4462; number 23, H, carries 0.4385; number 24, H, carries 0.4642

---

This record from the Open Molecules 2025 dataset describes a molecular structure, C46H42F4LiN7Si2Te at a distorted geometry. The level of theory is ωB97M-V/def2-TZVPD.

Positions of all 103 atoms, in Å:
Li1 -0.223 0.060 -0.411
C1 -0.487 0.719 4.033
C2 0.035 0.548 2.740
N1 -0.675 0.131 1.716
C3 -1.988 -0.175 1.904
C4 -2.610 -0.006 3.159
C5 -1.812 0.453 4.231
C6 -3.996 -0.269 3.302
C7 -4.701 -0.673 2.205
C8 -4.097 -0.870 0.948
C9 -2.739 -0.642 0.746
N2 -2.022 -0.697 -0.402
C10 -2.484 -1.074 -1.615
C11 -3.498 -1.976 -1.931
C12 -3.854 -2.252 -3.264
C13 -3.239 -1.645 -4.323
C14 -2.174 -0.744 -4.066
C15 -1.487 -0.056 -5.092
C16 -0.467 0.794 -4.780
C17 -0.093 0.928 -3.429
N3 -0.706 0.307 -2.452
C18 -1.769 -0.495 -2.740
H1 0.141 1.096 4.830
H2 1.077 0.792 2.541
H3 -2.271 0.617 5.199
H4 -4.470 -0.111 4.262
H5 -5.769 -0.847 2.292
H6 -4.727 -1.150 0.119
H7 -4.007 -2.505 -1.139
H8 -4.652 -2.965 -3.447
H9 -3.540 -1.842 -5.346
H10 -1.790 -0.211 -6.122
H11 0.071 1.348 -5.537
H12 0.746 1.559 -3.160
F1 -2.388 3.139 0.743
C19 -1.393 3.408 1.605
C20 -1.725 3.646 2.923
F2 -3.030 3.584 3.251
C21 -0.772 3.862 3.930
C22 0.546 3.862 3.454
C23 0.870 3.636 2.130
F3 2.178 3.647 1.796
C24 -0.079 3.381 1.150
C25 0.281 3.031 -0.238
C26 1.205 2.038 -0.476
N4 1.951 1.155 -0.665
C27 -0.240 3.724 -1.355
N5 -0.657 4.301 -2.268
F4 1.568 4.093 4.307
C28 -1.111 4.012 5.328
C29 -0.162 3.834 6.359
N6 0.573 3.688 7.244
C30 -2.420 4.291 5.784
N7 -3.465 4.536 6.222
C31 3.779 2.988 -6.455
C32 3.677 2.086 -5.253
C33 3.083 0.837 -5.335
C34 2.954 0.007 -4.220
C35 2.314 -1.346 -4.430
C36 3.423 0.452 -2.975
Te1 3.249 -0.978 -1.331
C37 4.078 1.685 -2.886
C38 4.700 2.187 -1.613
C39 4.186 2.482 -4.022
H13 3.307 2.533 -7.327
H14 4.822 3.197 -6.706
H15 3.289 3.945 -6.267
H16 2.694 0.494 -6.289
H17 1.936 -1.427 -5.450
H18 1.484 -1.511 -3.739
H19 3.028 -2.156 -4.268
H20 5.126 1.362 -1.038
H21 3.963 2.678 -0.975
H22 5.490 2.905 -1.836
H23 4.682 3.445 -3.938
C40 0.758 -3.208 2.365
Si1 1.809 -3.032 0.817
C41 3.135 -4.372 0.829
C42 0.646 -3.380 -0.616
C43 2.509 -1.283 0.757
Si2 3.875 -0.808 1.941
C44 3.414 -1.181 3.732
C45 5.475 -1.754 1.627
C46 4.268 1.025 1.865
H24 0.264 -4.185 2.374
H25 -0.022 -2.442 2.374
H26 1.335 -3.109 3.287
H27 2.678 -5.346 0.631
H28 3.635 -4.428 1.799
H29 3.897 -4.193 0.067
H30 0.231 -4.387 -0.504
H31 1.131 -3.312 -1.590
H32 -0.199 -2.678 -0.604
H33 1.637 -0.698 1.050
H34 3.344 -2.256 3.919
H35 2.458 -0.729 4.010
H36 4.181 -0.775 4.398
H37 5.381 -2.812 1.879
H38 6.257 -1.327 2.262
H39 5.801 -1.677 0.588
H40 3.625 1.608 2.530
H41 4.163 1.441 0.864
H42 5.300 1.181 2.196

Properties
HOMO, eV: -1.96
E, eV: -92942.716
Molar mass, g/mol: 959.596
Charge: -2

Here are the Mulliken charges for atoms 1 to 99, given in e: number 1, Li, carries 0.9536; number 2, C, carries -1.3635; number 3, C, carries -0.9993; number 4, N, carries 1.7083; number 5, C, carries -0.4225; number 6, C, carries 1.7290; number 7, C, carries -1.2885; number 8, C, carries -1.2441; number 9, C, carries -0.9468; number 10, C, carries -1.0689; number 11, C, carries -0.2541; number 12, N, carries 0.7270; number 13, C, carries -0.5247; number 14, C, carries -0.8387; number 15, C, carries -0.8432; number 16, C, carries -0.8904; number 17, C, carries 0.9878; number 18, C, carries -1.0018; number 19, C, carries -1.2441; number 20, C, carries -0.4074; number 21, N, carries 0.8017; number 22, C, carries 0.3124; number 23, H, carries 0.6559; number 24, H, carries 0.5860; number 25, H, carries 0.3476; number 26, H, carries 0.4159; number 27, H, carries 0.3544; number 28, H, carries 0.5324; number 29, H, carries 0.6185; number 30, H, carries 0.3427; number 31, H, carries 0.3802; number 32, H, carries 0.3672; number 33, H, carries 0.5266; number 34, H, carries 0.7536; number 35, F, carries -0.5095; number 36, C, carries 0.6906; number 37, C, carries -0.1195; number 38, F, carries -0.4652; number 39, C, carries 0.6638; number 40, C, carries 0.5953; number 41, C, carries 0.6895; number 42, F, carries -0.5268; number 43, C, carries 0.7948; number 44, C, carries -0.2547; number 45, C, carries -1.7428; number 46, N, carries 0.9718; number 47, C, carries -0.1594; number 48, N, carries -0.8056; number 49, F, carries -0.4212; number 50, C, carries 0.2482; number 51, C, carries -0.0462; number 52, N, carries -0.8134; number 53, C, carries 0.1875; number 54, N, carries -0.8084; number 55, C, carries -1.7876; number 56, C, carries 0.7701; number 57, C, carries -0.7352; number 58, C, carries 0.8314; number 59, C, carries -1.9039; number 60, C, carries -0.1304; number 61, Te, carries 0.1961; number 62, C, carries 1.4525; number 63, C, carries -1.4662; number 64, C, carries -0.8716; number 65, H, carries 0.3486; number 66, H, carries 0.3942; number 67, H, carries 0.3490; number 68, H, carries 0.1828; number 69, H, carries 0.3619; number 70, H, carries 0.2190; number 71, H, carries 0.4238; number 72, H, carries 0.1937; number 73, H, carries 0.0872; number 74, H, carries 0.5296; number 75, H, carries 0.3855; number 76, C, carries -0.7601; number 77, Si, carries 0.4447; number 78, C, carries -1.1825; number 79, C, carries -0.8152; number 80, C, carries 2.8744; number 81, Si, carries 0.8945; number 82, C, carries -1.0201; number 83, C, carries -1.1834; number 84, C, carries -0.5722; number 85, H, carries 0.4347; number 86, H, carries 0.0121; number 87, H, carries 0.2728; number 88, H, carries 0.3435; number 89, H, carries 0.2665; number 90, H, carries 0.2836; number 91, H, carries 0.3962; number 92, H, carries 0.2134; number 93, H, carries 0.1729; number 94, H, carries -2.9589; number 95, H, carries 0.2730; number 96, H, carries 0.1796; number 97, H, carries 0.3743; number 98, H, carries 0.2719; number 99, H, carries 0.3475

---

Please write out number 2 again, unchanged.
This record from the Open Molecules 2025 dataset describes a single C3H5NS4 molecule at a distorted geometry. The level of theory is ωB97M-V/def2-TZVPD.

Positions of all 13 atoms, in Å:
C1 1.883 -0.043 -0.281
C2 -1.628 0.960 -0.159
C3 -0.415 -1.606 0.140
H1 1.557 1.642 0.697
H2 -1.658 1.214 0.968
H3 -2.585 1.411 -0.553
H4 -0.606 -2.678 0.188
H5 -0.170 -1.311 1.211
N1 1.067 0.882 0.182
S1 3.511 0.038 -0.328
S2 -0.177 1.816 -0.761
S3 -1.854 -0.877 -0.464
S4 1.076 -1.449 -0.839

Properties
HOMO, eV: -8.50
E, eV: -48021.846
SMILES: S=C1NSCSCS1
Molar mass, g/mol: 183.348

natural (NBO) atomic charges, in units of e: number 1, C, carries -0.1441; number 2, C, carries -0.7374; number 3, C, carries -0.7766; number 4, H, carries 0.4117; number 5, H, carries 0.2327; number 6, H, carries 0.2676; number 7, H, carries 0.2686; number 8, H, carries 0.2498; number 9, N, carries -0.7661; number 10, S, carries -0.0525; number 11, S, carries 0.4270; number 12, S, carries 0.2733; number 13, S, carries 0.3460

---

Q: E of number 1 (C48H34F15GeN5PtSSi2)?
A: -184888.716 eV